[1]
A cluster of 4 separate species, C4H17NO3 in total in a non-equilibrium geometry. Source: the Open Molecules 2025 dataset; level of theory: ωB97M-V/def2-TZVPD.

Properties
**Energy above the lowest of the compared OMol25 structures with the same formula, charge and spin**: 1.7214 eV
**Charge**: +1
**HOMO level (spin up / spin down)**: -14.04 / -14.04 eV
**Spin multiplicity**: 2
**Calculated total energy**: -442.68723 a.u.
**Lowest unoccupied orbital energy (spin up / spin down)**: -3.360 / -9.063 eV
**<S²>**: 0.75
**Frontier orbital gap (spin up / spin down)**: 10.68 / 4.98 eV

CARTESIAN COORDINATES (ANGSTROEM)
C1 0.220 -2.840 -0.589
C2 0.921 -1.453 -0.512
N1 0.106 -0.497 -1.393
C3 0.735 0.818 -1.663
C4 0.018 2.035 -1.057
H1 0.784 -3.700 -0.146
H2 0.108 -3.102 -1.636
H3 -0.782 -2.772 -0.058
H4 0.910 -1.099 0.554
H5 2.035 -1.462 -0.734
H6 -0.086 -0.861 -2.325
H7 1.885 0.866 -1.346
H8 0.746 0.965 -2.705
H9 0.256 2.906 -1.657
H10 -1.019 1.875 -1.193
H11 0.161 2.108 -0.027
H12 0.780 0.355 2.223
H13 0.923 1.845 2.902
O1 1.413 1.100 2.468
H14 -1.256 -0.291 0.019
H15 -2.799 -0.191 0.322
O2 -1.914 -0.204 0.723
H16 -1.273 1.921 2.431
H17 -1.592 0.486 2.442
O3 -1.281 1.193 2.959


[2]
A structure of composition H27O13 in a non-equilibrium geometry. Source: the Open Molecules 2025 dataset; level of theory: ωB97M-V/def2-TZVPD.

Properties
**Energy above the lowest of the compared OMol25 structures with the same formula, charge and spin**: 4.8461 eV
**Charge**: +1
**HOMO level**: -14.10 eV
**Calculated total energy**: -993.93053 a.u.
**Lowest unoccupied orbital energy**: -2.994 eV
**Frontier orbital gap**: 11.11 eV

CARTESIAN COORDINATES (ANGSTROEM)
O1 1.006 -1.086 -2.217
H1 -0.635 -2.354 0.520
H2 1.245 -0.483 -1.364
O2 -2.727 -0.355 3.673
H3 -2.380 0.459 3.714
H4 1.494 -1.754 2.929
O3 -2.080 2.708 -0.529
H5 4.223 0.438 -0.147
O4 1.410 -1.973 2.080
H6 -1.917 0.151 -2.095
H7 2.151 -1.817 1.610
O5 -1.272 -0.184 -2.778
H8 0.048 -0.546 -2.761
H9 -1.215 0.693 -3.147
O6 1.166 3.008 1.631
H10 1.927 3.447 1.297
H11 0.903 3.644 2.377
O7 1.381 2.013 -2.284
H12 2.050 1.423 -1.926
H13 1.039 2.547 -1.497
O8 3.322 0.498 -0.538
H14 2.708 0.294 0.184
H15 0.168 -4.072 -1.945
O9 -0.795 0.117 -0.495
H16 -0.985 -0.693 0.054
H17 -0.865 0.872 -0.072
O10 2.521 0.802 2.208
H18 2.172 1.716 2.345
H19 3.304 1.015 1.837
O11 -0.735 -3.227 0.531
H20 0.069 -3.626 0.715
H21 0.341 -1.931 -1.889
O12 -3.820 0.065 -0.221
H22 -1.578 3.198 0.083
H23 -4.095 -0.885 -0.134
O13 -0.272 -3.265 -2.263
H24 -0.511 -3.297 -3.229
H25 -1.882 -0.983 3.587
H26 -3.891 0.466 0.559
H27 -2.992 2.958 -0.401


[3]
A structure of composition C21H47AlBrClF3IN2O9SSi2V in a non-equilibrium geometry. Source: the Open Molecules 2025 dataset; level of theory: ωB97M-V/def2-TZVPD.

Properties
**Charge**: -1
**HOMO level**: -5.38 eV
**Calculated total energy**: -7409.29258 a.u.
**Lowest unoccupied orbital energy**: -4.244 eV
**Frontier orbital gap**: 1.14 eV

CARTESIAN COORDINATES (ANGSTROEM)
C1 -6.952 -5.421 1.251
C2 -7.413 -4.654 2.624
C3 -8.949 -4.081 2.622
C4 -9.233 -2.849 1.578
C5 -8.164 -1.608 1.657
C6 -8.214 -0.733 3.043
C7 -7.350 -1.354 4.290
C8 -5.761 -0.948 4.307
C9 -5.096 -0.683 2.832
S1 -3.233 -0.263 2.911
I1 -2.136 -1.933 4.364
H1 -6.258 -4.658 0.656
H2 -7.825 -5.847 0.599
H3 -6.215 -6.299 1.582
H4 -7.343 -5.425 3.533
H5 -6.605 -3.824 2.845
H6 -9.269 -3.713 3.709
H7 -9.690 -4.956 2.350
H8 -9.135 -3.312 0.484
H9 -10.340 -2.444 1.659
H10 -7.112 -2.030 1.369
H11 -8.465 -0.857 0.780
H12 -7.909 0.408 2.867
H13 -9.353 -0.682 3.397
H14 -7.821 -0.886 5.283
H15 -7.430 -2.516 4.419
H16 -5.185 -1.881 4.778
H17 -5.621 -0.044 5.041
H18 -5.140 -1.713 2.244
H19 -5.683 0.185 2.311
H20 -3.046 1.035 3.446
Br1 0.681 -2.441 4.320
C10 1.167 2.749 0.105
C11 -0.117 1.982 0.274
O1 -1.073 2.163 -0.479
C12 -0.187 0.985 1.400
H21 1.073 3.431 -0.747
H22 1.370 3.336 1.003
H23 1.990 2.057 -0.092
H24 -0.044 1.494 2.356
H25 0.576 0.215 1.261
H26 -1.172 0.507 1.401
O2 3.215 6.459 4.164
V1 3.017 4.872 3.438
O3 2.820 3.284 2.711
C13 4.089 5.390 -2.375
C14 5.141 4.334 -2.395
O4 5.944 4.648 -1.280
C15 5.102 5.254 -0.396
O5 5.356 5.423 0.785
O6 3.935 5.643 -0.993
F1 5.902 4.432 -3.508
H27 4.403 6.310 -2.879
H28 3.150 5.050 -2.819
H29 4.755 3.314 -2.295
F2 0.244 -0.595 5.855
C16 7.302 0.595 -6.993
Si1 6.965 -0.799 -5.759
C17 8.633 -1.473 -5.233
C18 6.040 -2.138 -6.690
N1 6.049 -0.146 -4.428
Si2 5.560 -1.159 -3.096
C19 7.014 -1.890 -2.166
C20 4.419 -2.551 -3.622
C21 4.597 -0.099 -1.860
H30 7.877 0.214 -7.844
H31 6.364 1.012 -7.371
H32 7.878 1.398 -6.522
H33 9.256 -1.663 -6.113
H34 8.536 -2.418 -4.694
H35 9.161 -0.758 -4.595
H36 5.021 -1.818 -6.926
H37 5.990 -3.068 -6.119
H38 6.550 -2.362 -7.634
H39 7.503 -2.683 -2.738
H40 6.675 -2.331 -1.224
H41 7.755 -1.120 -1.930
H42 3.609 -2.175 -4.255
H43 3.968 -3.022 -2.743
H44 4.956 -3.331 -4.168
H45 3.706 0.330 -2.328
H46 5.220 0.716 -1.479
H47 4.278 -0.712 -1.012
Al1 2.457 1.472 -2.180
N2 -0.476 7.196 5.302
O7 -0.868 8.329 4.979
O8 -0.227 6.941 6.492
O9 -0.333 6.317 4.436
Cl1 -8.641 -0.192 6.376
F3 -6.186 -2.918 0.489


[4]
A cluster of 2 separate species, C3H5N3O in total in a non-equilibrium geometry. Source: the Open Molecules 2025 dataset; level of theory: ωB97M-V/def2-TZVPD.

Properties
**Energy above the lowest of the compared OMol25 structures with the same formula, charge and spin**: 6.0214 eV
**HOMO level (spin up / spin down)**: -8.80 / -9.58 eV
**Calculated total energy**: -356.63609 a.u.
**Lowest unoccupied orbital energy (spin up / spin down)**: -2.040 / -1.513 eV
**Frontier orbital gap (spin up / spin down)**: 6.76 / 8.07 eV

CARTESIAN COORDINATES (ANGSTROEM)
N1 0.606 1.578 0.289
C1 0.661 0.304 0.286
C2 1.757 -0.520 -0.157
O1 1.420 -1.747 -0.032
N2 0.120 -1.974 0.401
C3 -0.385 -0.719 0.603
N3 -1.586 -0.350 0.880
H1 -1.330 1.483 -0.959
H2 -0.271 1.867 0.734
H3 2.760 -0.290 -0.488
H4 -1.739 1.001 -0.547
H5 -2.236 -1.134 0.835


[5]
A structure of composition C19H38InN2NiO5 in a non-equilibrium geometry. Source: the Open Molecules 2025 dataset; level of theory: ωB97M-V/def2-TZVPD.

Properties
**Charge**: +3
**HOMO level (spin up / spin down)**: -18.39 / -18.52 eV
**Spin multiplicity**: 3
**Calculated total energy**: -2929.60579 a.u.
**Lowest unoccupied orbital energy (spin up / spin down)**: -13.183 / -12.667 eV
**<S²>**: 2.04
**Frontier orbital gap (spin up / spin down)**: 5.20 / 5.85 eV

CARTESIAN COORDINATES (ANGSTROEM)
Ni1 -0.650 -2.850 1.007
In1 -2.526 0.062 4.292
C1 -1.870 -0.526 0.802
O1 -0.844 -1.016 0.202
O2 -1.940 0.543 1.465
O3 -2.214 -1.598 1.454
C2 1.183 2.516 0.256
C3 1.436 3.386 1.465
C4 2.250 4.670 1.015
C5 1.325 5.796 0.590
C6 0.185 5.995 1.647
C7 -0.749 4.761 1.883
N1 0.148 3.619 2.158
O4 -0.442 2.487 2.728
C8 -1.620 5.065 3.075
C9 -1.562 4.556 0.589
C10 2.344 2.543 2.405
H1 2.097 2.124 -0.183
H2 0.496 2.859 -0.518
H3 0.638 1.620 0.583
H4 3.099 4.854 1.670
H5 2.714 4.341 0.082
H6 0.884 5.670 -0.398
H7 1.917 6.710 0.577
H8 -0.510 6.748 1.283
H9 0.688 6.179 2.596
H10 -2.238 5.958 2.988
H11 -2.250 4.211 3.323
H12 -0.999 5.318 3.937
H13 -2.230 3.689 0.619
H14 -2.267 5.373 0.451
H15 -0.896 4.345 -0.244
H16 2.471 3.113 3.327
H17 3.264 2.408 1.844
H18 1.838 1.647 2.760
H19 -0.741 2.004 1.927
C11 1.875 -4.715 -2.249
C12 1.150 -3.547 -1.494
C13 0.717 -2.432 -2.502
C14 -0.468 -2.870 -3.409
C15 -1.684 -3.439 -2.633
C16 -1.341 -4.462 -1.506
N2 -0.124 -3.887 -0.799
O5 0.141 -4.710 0.284
C17 -2.539 -4.489 -0.527
C18 -1.074 -5.780 -2.218
C19 2.179 -2.892 -0.590
H20 2.168 -5.549 -1.618
H21 1.297 -4.992 -3.132
H22 2.718 -4.292 -2.798
H23 0.563 -1.460 -2.032
H24 1.538 -2.288 -3.206
H25 -0.752 -2.017 -4.025
H26 -0.044 -3.578 -4.123
H27 -2.227 -3.990 -3.400
H28 -2.223 -2.517 -2.406
H29 -2.604 -3.412 -0.323
H30 -2.443 -5.202 0.291
H31 -3.552 -4.605 -0.913
H32 -0.456 -6.551 -1.749
H33 -0.715 -5.777 -3.248
H34 -2.031 -6.285 -2.374
H35 1.693 -1.931 -0.360
H36 2.321 -3.339 0.396
H37 3.112 -2.550 -1.027
H38 0.373 -5.623 0.030


[6]
A structure of composition C51H50AsBiNO10P2S2 in a non-equilibrium geometry. Source: the Open Molecules 2025 dataset; level of theory: ωB97M-V/def2-TZVPD.

Properties
**Charge**: +1
**HOMO level**: -10.09 eV
**Calculated total energy**: -6709.77717 a.u.
**Lowest unoccupied orbital energy**: -2.189 eV
**Frontier orbital gap**: 7.90 eV

CARTESIAN COORDINATES (ANGSTROEM)
Bi1 -0.836 -0.403 -0.115
C1 1.041 -0.471 -3.346
O1 1.268 -0.488 -1.953
C2 1.894 -1.671 -1.475
C3 2.677 -1.328 -0.205
O2 1.832 -0.771 0.790
C4 1.804 -1.399 2.053
C5 1.422 -2.884 1.993
O3 0.439 -3.052 0.997
C6 0.206 -4.408 0.674
H1 0.483 0.440 -3.550
H2 1.989 -0.445 -3.893
H3 0.456 -1.337 -3.668
H4 1.127 -2.427 -1.259
H5 2.589 -2.058 -2.229
H6 3.200 -2.221 0.146
H7 3.411 -0.564 -0.464
H8 2.769 -1.285 2.565
H9 1.046 -0.839 2.600
H10 2.301 -3.499 1.749
H11 1.044 -3.206 2.974
H12 -0.082 -4.979 1.560
H13 -0.627 -4.418 -0.022
H14 1.093 -4.863 0.216
O4 1.841 4.846 0.120
C7 3.146 4.972 -0.289
C8 3.751 6.163 -0.673
C9 5.103 6.181 -0.979
C10 5.851 5.018 -0.917
C11 5.222 3.817 -0.653
C12 3.865 3.778 -0.366
P1 2.920 2.184 -0.281
C13 3.867 1.492 1.145
C14 3.244 1.852 2.342
C15 3.783 1.500 3.564
C16 4.943 0.745 3.615
C17 5.556 0.359 2.436
C18 5.034 0.741 1.211
C19 3.600 1.638 -1.913
C20 2.969 2.273 -2.985
C21 3.348 2.023 -4.289
C22 4.365 1.118 -4.556
C23 4.987 0.470 -3.505
C24 4.605 0.723 -2.199
C25 1.261 5.679 1.036
C26 1.742 6.889 1.515
C27 0.973 7.636 2.395
C28 -0.266 7.184 2.809
C29 -0.702 5.935 2.406
C30 0.057 5.167 1.537
P2 -0.269 3.422 1.051
C31 -1.621 3.167 2.281
C32 -2.976 3.434 2.121
C33 -3.857 3.220 3.169
C34 -3.402 2.728 4.382
C35 -2.056 2.438 4.544
C36 -1.177 2.656 3.498
C37 -1.127 3.745 -0.541
C38 -0.752 2.939 -1.610
C39 -1.306 3.137 -2.863
C40 -2.252 4.132 -3.054
C41 -2.626 4.939 -1.994
C42 -2.052 4.763 -0.747
H15 3.172 7.067 -0.768
H16 5.574 7.109 -1.265
H17 6.913 5.046 -1.108
H18 5.787 2.897 -0.670
H19 2.329 2.430 2.291
H20 3.310 1.822 4.480
H21 5.373 0.472 4.567
H22 6.462 -0.229 2.464
H23 5.575 0.447 0.326
H24 2.173 2.979 -2.777
H25 2.858 2.534 -5.106
H26 4.666 0.922 -5.574
H27 5.786 -0.232 -3.691
H28 5.120 0.193 -1.417
H29 2.716 7.254 1.234
H30 1.352 8.579 2.758
H31 -0.873 7.786 3.467
H32 -1.639 5.556 2.785
H33 -3.343 3.815 1.182
H34 -4.902 3.463 3.049
H35 -4.085 2.590 5.204
H36 -1.692 2.084 5.498
H37 -0.120 2.458 3.628
H38 -0.009 2.166 -1.448
H39 -1.004 2.517 -3.694
H40 -2.683 4.281 -4.032
H41 -3.357 5.720 -2.141
H42 -2.309 5.437 0.057
O5 -2.842 -4.282 1.019
As1 -3.301 -2.546 1.041
O6 -4.746 -2.602 0.366
O7 -2.064 -1.956 0.013
C43 -2.795 -2.252 2.891
C44 -3.270 -3.140 3.843
C45 -2.858 -3.037 5.160
C46 -1.953 -2.053 5.531
C47 -1.510 -1.138 4.597
C48 -1.932 -1.232 3.274
S1 -2.850 0.741 1.876
O8 -3.869 -0.222 1.541
O9 -1.510 -0.271 2.387
O10 -2.142 1.153 0.550
H43 -3.455 -4.774 0.467
H44 -3.963 -3.916 3.530
H45 -3.239 -3.732 5.890
H46 -1.602 -1.988 6.549
H47 -0.849 -0.328 4.859
S2 -3.695 -1.264 -3.773
C49 -3.985 0.316 -3.173
C50 -3.054 0.647 -2.244
N1 -2.119 -0.314 -2.037
C51 -2.342 -1.381 -2.762
H48 -4.812 0.896 -3.531
H49 -3.001 1.541 -1.652
H50 -1.750 -2.272 -2.691


Repeat the third record exactly.
A structure of composition C21H47AlBrClF3IN2O9SSi2V in a non-equilibrium geometry. Source: the Open Molecules 2025 dataset; level of theory: ωB97M-V/def2-TZVPD.

Properties
**Charge**: -1
**HOMO level**: -5.38 eV
**Calculated total energy**: -7409.29258 a.u.
**Lowest unoccupied orbital energy**: -4.244 eV
**Frontier orbital gap**: 1.14 eV

CARTESIAN COORDINATES (ANGSTROEM)
C1 -6.952 -5.421 1.251
C2 -7.413 -4.654 2.624
C3 -8.949 -4.081 2.622
C4 -9.233 -2.849 1.578
C5 -8.164 -1.608 1.657
C6 -8.214 -0.733 3.043
C7 -7.350 -1.354 4.290
C8 -5.761 -0.948 4.307
C9 -5.096 -0.683 2.832
S1 -3.233 -0.263 2.911
I1 -2.136 -1.933 4.364
H1 -6.258 -4.658 0.656
H2 -7.825 -5.847 0.599
H3 -6.215 -6.299 1.582
H4 -7.343 -5.425 3.533
H5 -6.605 -3.824 2.845
H6 -9.269 -3.713 3.709
H7 -9.690 -4.956 2.350
H8 -9.135 -3.312 0.484
H9 -10.340 -2.444 1.659
H10 -7.112 -2.030 1.369
H11 -8.465 -0.857 0.780
H12 -7.909 0.408 2.867
H13 -9.353 -0.682 3.397
H14 -7.821 -0.886 5.283
H15 -7.430 -2.516 4.419
H16 -5.185 -1.881 4.778
H17 -5.621 -0.044 5.041
H18 -5.140 -1.713 2.244
H19 -5.683 0.185 2.311
H20 -3.046 1.035 3.446
Br1 0.681 -2.441 4.320
C10 1.167 2.749 0.105
C11 -0.117 1.982 0.274
O1 -1.073 2.163 -0.479
C12 -0.187 0.985 1.400
H21 1.073 3.431 -0.747
H22 1.370 3.336 1.003
H23 1.990 2.057 -0.092
H24 -0.044 1.494 2.356
H25 0.576 0.215 1.261
H26 -1.172 0.507 1.401
O2 3.215 6.459 4.164
V1 3.017 4.872 3.438
O3 2.820 3.284 2.711
C13 4.089 5.390 -2.375
C14 5.141 4.334 -2.395
O4 5.944 4.648 -1.280
C15 5.102 5.254 -0.396
O5 5.356 5.423 0.785
O6 3.935 5.643 -0.993
F1 5.902 4.432 -3.508
H27 4.403 6.310 -2.879
H28 3.150 5.050 -2.819
H29 4.755 3.314 -2.295
F2 0.244 -0.595 5.855
C16 7.302 0.595 -6.993
Si1 6.965 -0.799 -5.759
C17 8.633 -1.473 -5.233
C18 6.040 -2.138 -6.690
N1 6.049 -0.146 -4.428
Si2 5.560 -1.159 -3.096
C19 7.014 -1.890 -2.166
C20 4.419 -2.551 -3.622
C21 4.597 -0.099 -1.860
H30 7.877 0.214 -7.844
H31 6.364 1.012 -7.371
H32 7.878 1.398 -6.522
H33 9.256 -1.663 -6.113
H34 8.536 -2.418 -4.694
H35 9.161 -0.758 -4.595
H36 5.021 -1.818 -6.926
H37 5.990 -3.068 -6.119
H38 6.550 -2.362 -7.634
H39 7.503 -2.683 -2.738
H40 6.675 -2.331 -1.224
H41 7.755 -1.120 -1.930
H42 3.609 -2.175 -4.255
H43 3.968 -3.022 -2.743
H44 4.956 -3.331 -4.168
H45 3.706 0.330 -2.328
H46 5.220 0.716 -1.479
H47 4.278 -0.712 -1.012
Al1 2.457 1.472 -2.180
N2 -0.476 7.196 5.302
O7 -0.868 8.329 4.979
O8 -0.227 6.941 6.492
O9 -0.333 6.317 4.436
Cl1 -8.641 -0.192 6.376
F3 -6.186 -2.918 0.489